Entry from the OMol25 dataset: a structure of composition C29H39HgN4OPTa in a non-equilibrium geometry (ωB97M-V with the def2-TZVPD basis set).

2S+1 = 2
Net charge = +2
Calculated total energy = -53711.844 eV
LUMO energy (spin up / spin down) = -6.92 / -9.47 eV
⟨S²⟩ = 0.76

Atoms and positions in Å:
N -1.407 0.954 -2.414
C -1.357 1.971 -3.163
O -0.524 2.767 -3.554
Hg -3.357 2.720 -4.038
Ta -1.115 -0.564 -1.296
N -0.434 -1.948 -2.555
N -2.977 -0.882 -0.519
C 0.459 -1.721 -3.717
C -3.787 -0.117 0.468
C -0.354 -1.035 -4.811
C 1.025 -3.025 -4.275
C 1.608 -0.801 -3.292
C -5.286 -0.418 0.343
C -3.331 -0.518 1.874
C -3.597 1.385 0.240
H -1.198 -1.675 -5.098
H 0.291 -0.875 -5.688
H -0.743 -0.068 -4.482
H 1.669 -3.530 -3.551
H 1.638 -2.776 -5.149
H 0.219 -3.690 -4.603
H 1.250 0.206 -3.034
H 2.319 -0.710 -4.128
H 2.136 -1.219 -2.424
H -5.631 -0.297 -0.692
H -5.850 0.299 0.958
H -5.555 -1.417 0.701
H -3.502 -1.587 2.054
H -3.889 0.056 2.633
H -2.257 -0.331 2.019
H -2.572 1.721 0.433
H -4.266 1.932 0.924
H -3.874 1.657 -0.786
C -3.453 -2.241 -0.775
H -3.082 -2.659 -1.718
H -3.182 -2.928 0.041
H -4.545 -2.254 -0.874
C -0.533 -3.305 -2.010
H 0.452 -3.801 -1.978
H -0.917 -3.298 -0.972
H -1.218 -3.933 -2.610
N 0.365 -0.109 -0.249
P 1.377 0.495 0.913
C 0.765 2.215 0.741
C 1.382 3.018 -0.238
C 1.157 4.386 -0.240
C 0.242 4.937 0.679
C -0.460 4.102 1.557
C -0.230 2.728 1.570
C 1.450 -0.955 2.025
C 2.551 -1.839 1.895
C 2.730 -2.886 2.797
C 1.787 -3.087 3.816
C 0.666 -2.261 3.904
C 0.487 -1.193 3.017
C 3.006 1.220 1.802
C 4.282 1.347 1.269
C 5.321 1.861 2.066
C 5.072 2.264 3.385
C 3.778 2.168 3.912
C 2.758 1.658 3.115
H 2.071 2.576 -0.963
H 1.696 5.026 -0.945
H 0.082 6.019 0.705
H -1.188 4.521 2.257
H -0.766 2.062 2.252
H 3.296 -1.670 1.108
H 3.600 -3.537 2.704
H 1.930 -3.892 4.533
H -0.088 -2.438 4.677
H -0.373 -0.523 3.103
H 4.478 1.048 0.237
H 6.322 1.948 1.648
H 5.876 2.662 4.007
H 3.559 2.487 4.928
H 1.745 1.599 3.535

Atomic partial charges in e from the Mulliken method, atoms 1 to 2: number 1, N, carries -0.315; number 2, C, carries 0.706